[1]
Computed, not measured: the molecule C6H4O2 in a non-equilibrium geometry, with ωB97M-V with the def2-TZVPD basis set.

Cartesian coordinates (Å):
C 0.6011 -0.5950 -0.6399
C 1.3645 1.3323 0.0772
C -0.0977 1.1689 0.4711
C -0.5715 0.0199 0.1404
C -1.4323 -1.0299 0.2138
C -2.2709 -2.0262 0.0546
H 1.7731 1.4336 1.1967
H 1.8178 2.1258 -0.4015
H -0.5502 2.1418 1.0249
H -2.6932 -3.2075 -0.2648
O 0.2552 -1.5257 -1.3946
O 1.8039 0.1620 -0.4781

Atoms 1-3, force components in eV/Å:
C -1.647 -2.315 -2.993
C -0.293 -0.602 5.597
C -0.377 6.454 1.504

## Properties
DFT total energy (a.u.): -381.302818
Net charge: 0
Orbital gap (eV): 9.47
Relative energy (zero: lowest compared OMol25 entry of this formula, charge and spin) (kcal/mol): 110.6
Lowest unoccupied orbital energy (eV): 0.12
E_HOMO (eV): -9.34
Structure (SMILES): C#CC1=CCOC1=O

[2]
Computed, not measured: a structure of composition C20H33N5O5S3TeZn, with ωB97M-V with the def2-TZVPD basis set.

Cartesian coordinates (Å):
Zn 0.8702 0.5098 -0.1427
N 2.3113 -3.1349 -1.8246
C 1.3352 -3.9018 -2.5129
C 1.4754 -5.2703 -2.6759
C 0.4911 -5.9805 -3.3476
C -0.6442 -5.3330 -3.8139
C -0.7930 -3.9686 -3.6165
C 0.2122 -3.2448 -2.9912
S 0.1162 -1.4930 -2.8218
N 0.9619 -1.2738 -1.3407
C 1.9325 -2.0630 -1.0546
C 2.6917 -1.8017 0.2048
C 3.5061 -2.7479 0.7979
C 4.1622 -2.4102 1.9765
C 3.9737 -1.1530 2.5086
C 3.1194 -0.2631 1.8646
N 2.4944 -0.5899 0.7374
H 3.1314 -3.6361 -1.5279
H 2.3532 -5.7773 -2.2921
H 0.6085 -7.0455 -3.4943
H -1.4167 -5.8906 -4.3252
H -1.6809 -3.4539 -3.9623
H 3.6143 -3.7412 0.3860
H 4.8045 -3.1298 2.4663
H 4.4695 -0.8474 3.4187
H 2.9172 0.7438 2.2175
C -4.7168 3.4486 1.0349
S -2.9718 3.0178 1.1712
C -2.3576 4.3861 0.1987
O -2.8623 1.7674 0.3276
H -4.9060 4.3975 1.5354
H -5.2799 2.6562 1.5250
H -4.9912 3.5030 -0.0182
H -2.6318 5.3005 0.7267
H -2.8168 4.3503 -0.7884
H -1.2754 4.3028 0.1481
C -3.1312 -1.3903 1.7156
C -1.8510 -1.4707 2.5529
C -1.9133 -0.4938 3.7212
C -1.6574 -2.8933 3.0667
N -0.6432 -1.1783 1.7499
N -0.5867 0.1548 1.2371
H -4.0012 -1.6396 2.3262
H -3.0899 -2.1032 0.8867
H -3.2908 -0.3923 1.3030
H -2.7356 -0.7666 4.3842
H -2.0842 0.5315 3.3886
H -0.9841 -0.5184 4.2933
H -2.5107 -3.2009 3.6724
H -0.7527 -2.9581 3.6720
H -1.5680 -3.5980 2.2352
H -0.6474 -1.7918 0.9397
H -0.2910 0.8211 1.9540
H -1.4882 0.5182 0.9014
O 1.3569 4.4933 0.6094
S 1.1567 3.0944 0.8888
O 2.2529 2.4285 1.6107
O -0.1236 2.8179 1.5801
O 1.0677 2.3563 -0.4913
C -0.9293 1.4675 -4.4092
Te -1.4574 1.6486 -2.3424
C -3.2054 0.4548 -2.5826
H -1.6414 2.0183 -5.0190
H -0.9158 0.4223 -4.7156
H 0.0641 1.8910 -4.5452
H -2.9176 -0.5528 -2.8815
H -3.8634 0.8911 -3.3309
H -3.7032 0.4368 -1.6164

Atoms 1-3, force components in eV/Å:
Zn -0.070 0.050 -0.056
N -0.206 0.079 0.027
C 0.096 0.044 0.040

## Properties
DFT total energy (a.u.): -4673.825327
Net charge: 0
Orbital gap (eV): 6.47
Relative energy (zero: lowest compared OMol25 entry of this formula, charge and spin) (kcal/mol): 13.7
Lowest unoccupied orbital energy (eV): -0.95
E_HOMO (eV): -7.42

[3]
Computed, not measured: the molecule C6H13N2O3PS in a non-equilibrium geometry, with ωB97M-V with the def2-TZVPD basis set.

Cartesian coordinates (Å):
C -0.9678 -0.5335 -0.7177
C -0.9200 1.2494 1.5599
C 0.4984 1.8372 1.2709
C -0.9934 -0.2606 1.6228
C 1.9663 -1.7982 -1.2515
C -0.2228 -1.0103 -1.9072
N 0.5689 1.9689 -0.1609
N -0.3867 -0.6901 0.3908
O -2.2759 -0.3960 -1.0184
O 1.3584 1.8025 -2.5410
O 1.1778 -0.7048 -1.6872
P 1.6777 1.2964 -1.0562
S 3.5279 1.0014 -0.7205
H -1.3984 1.6527 2.5975
H -1.5862 1.5910 0.8545
H 0.7327 2.8400 1.7707
H 1.3772 1.3836 1.6441
H -0.2936 -0.6260 2.5099
H -2.0171 -0.4577 1.7132
H 1.5433 -2.6293 -1.6604
H 1.9868 -1.6158 -0.1521
H 2.9984 -1.6905 -1.5866
H -0.7324 -0.5274 -2.7855
H -0.3173 -2.0271 -1.9620
H -2.7052 0.0575 -0.3286
H 0.9404 2.6297 -2.4675

Atoms 1-3, force components in eV/Å:
C 0.304 -2.525 1.035
C 1.187 0.963 5.371
C -0.841 1.923 0.057

## Properties
DFT total energy (a.u.): -1311.123931
Net charge: 0
Orbital gap (eV): 8.93
Relative energy (zero: lowest compared OMol25 entry of this formula, charge and spin) (kcal/mol): 57.7
Lowest unoccupied orbital energy (eV): 0.53
E_HOMO (eV): -8.40

[4]
Computed, not measured: a cluster of 7 separate species, H14O7 in total in a non-equilibrium geometry, with ωB97M-V with the def2-TZVPD basis set.

Cartesian coordinates (Å):
O -1.0530 0.6810 -2.0955
H -1.0542 1.4861 -2.6111
H -0.1886 0.2851 -2.1633
O 2.7503 2.1786 1.9003
H 1.8968 2.0022 1.5038
H 3.0260 1.3313 2.2677
O 1.6993 -2.5254 0.3284
H 1.0429 -2.2077 0.9688
H 1.9321 -3.4028 0.6317
O -3.8237 -0.2666 -1.7296
H -4.1697 -0.9944 -2.2529
H -2.9123 -0.1558 -2.0352
O -0.2014 0.5194 0.6243
H 0.4301 0.1386 0.0193
H -0.9625 0.6369 0.0338
O 1.3290 -0.6341 -1.6995
H 2.2118 -0.2673 -1.7818
H 1.4430 -1.4238 -1.1384
O -1.4667 0.7315 3.2289
H -0.7980 1.2383 3.6670
H -1.1314 0.6489 2.3334

Atoms 1-3, force components in eV/Å:
O -1.104 0.152 0.144
H 0.052 0.198 -0.129
H 0.806 -0.370 -0.162

## Properties
DFT total energy (a.u.): -535.081753
Net charge: 0
Orbital gap (eV): 10.86
Relative energy (zero: lowest compared OMol25 entry of this formula, charge and spin) (kcal/mol): 26.4
Lowest unoccupied orbital energy (eV): 0.03
E_HOMO (eV): -10.83
Structure (SMILES): O.O.O.O.O.O.O

[5]
Computed, not measured: a structure of composition CCl5N3 in a non-equilibrium geometry, with ωB97M-V with the def2-TZVPD basis set.

Cartesian coordinates (Å):
C 0.3040 0.2346 -0.0348
N 0.3431 1.4676 0.1495
N -1.5926 -0.2324 -0.2082
N 0.8040 -0.9724 -0.1240
Cl 1.7875 2.2686 0.7078
Cl -2.0417 -0.2945 1.3475
Cl -2.4402 1.0045 -1.0364
Cl 0.0745 -2.4557 -0.5854
Cl 2.7614 -1.0204 -0.2161

Atoms 1-3, force components in eV/Å:
C -4.004 0.576 -0.711
N 0.838 -0.811 0.312
N 2.794 0.175 -2.241

## Properties
DFT total energy (a.u.): -2503.037205
Net charge: 0
Orbital gap (alpha / beta) (eV): 6.83 / 6.83
Relative energy (zero: lowest compared OMol25 entry of this formula, charge and spin) (kcal/mol): 44.5
Lowest unoccupied orbital energy (alpha / beta) (eV): -2.45 / -2.45
E_HOMO (alpha / beta) (eV): -9.28 / -9.28

[6]
Computed, not measured: the molecule C5H8O2 in a non-equilibrium geometry, with ωB97M-V with the def2-TZVPD basis set.

Cartesian coordinates (Å):
O -1.2469 -1.8269 -0.4609
C -0.3277 -1.3154 0.4708
C 0.9515 -0.6882 -0.1600
C 0.2391 0.6515 -0.0216
C 0.6672 2.0019 -0.3494
O -0.2817 1.0284 -1.2807
C -0.7041 0.0875 1.0188
H -1.4076 -1.1436 -1.1280
H -0.1645 -2.1035 1.2069
H 1.1834 -0.9906 -1.1873
H 1.8323 -0.7844 0.4745
H -0.3376 2.3735 -0.7926
H 1.6841 2.0613 -0.7674
H -1.7507 0.3907 0.9406
H -0.3367 0.2580 2.0365

Atoms 1-3, force components in eV/Å:
O -0.034 0.130 -0.218
C 0.173 -0.171 0.378
C 0.255 -0.123 0.128

## Properties
DFT total energy (a.u.): -345.631378
Net charge: 0
Orbital gap (eV): 10.97
Relative energy (zero: lowest compared OMol25 entry of this formula, charge and spin) (kcal/mol): 108.9
Lowest unoccupied orbital energy (eV): 0.94
E_HOMO (eV): -10.03
Structure (SMILES): O[C@H]1C[C@]2(CO2)C1